No. 1
The following is a quantum chemistry calculation of a molecular structure, C28H27AsClIN4O6RuS at a distorted geometry, from the OMol25 dataset.

Geometry as XYZ:
```
70
C28H27AsClIN4O6RuS, DFT the ωB97M-V functional and the def2-TZVPD basis
Ru 0.07667 -0.06381 -0.42649
C -3.90875 -2.93126 0.53790
C -3.98025 -1.52471 1.02373
N -5.00965 -1.14078 1.71075
C -5.10586 0.07604 2.22203
C -4.02118 0.93369 2.23304
C -4.16548 2.32611 2.81897
O -3.27154 2.59800 3.86938
C -2.85227 0.56379 1.53287
C -1.68765 1.39350 1.71615
N -0.73722 1.72174 0.90835
C 0.09957 2.76628 1.30708
C -0.42604 3.81534 2.08765
C 0.34157 4.88461 2.49710
C 1.67086 4.97322 2.11401
C 2.20835 3.99033 1.30222
C 1.42697 2.91843 0.90506
I 2.40177 1.46154 -0.33731
C -2.89155 -0.61652 0.72326
O -2.07826 -0.89259 -0.21125
H -4.54706 -3.55745 1.15216
H -2.88493 -3.29627 0.57125
H -4.25566 -2.98926 -0.49377
H -6.06194 0.34453 2.64574
H -5.20297 2.46957 3.14015
H -3.94149 3.06250 2.03583
H -3.53988 2.11832 4.66023
H -1.65822 1.80469 2.73128
H -1.46844 3.79437 2.36604
H -0.10655 5.65583 3.10741
H 2.28133 5.80699 2.42197
H 3.23079 4.05562 0.96128
O 2.89360 -4.54032 2.73253
C 3.03803 -4.76316 1.45777
O 3.65341 -5.70105 1.01197
C 2.38823 -3.81155 0.49563
C 2.49180 -3.96373 -0.88722
Cl 3.41141 -5.07923 -1.74892
N 1.75721 -2.98764 -1.46929
N 1.19500 -2.20856 -0.53143
C 1.56014 -2.67875 0.65760
C 1.08858 -1.96292 1.92093
O 1.43213 -2.41907 3.00777
O 0.37842 -0.94482 1.73020
C 1.54967 -2.75353 -2.84408
C 1.31166 -3.80959 -3.71764
C 1.10240 -3.54054 -5.05953
C 1.10848 -2.23571 -5.53101
C 1.33457 -1.18595 -4.65395
C 1.56495 -1.44525 -3.31266
H 2.34507 -3.72423 2.96464
H 1.29123 -4.82304 -3.35249
H 0.93728 -4.36105 -5.74001
H 0.96491 -2.04200 -6.58364
H 1.35493 -0.16736 -5.01215
H 1.80238 -0.63394 -2.63356
C -2.96103 -0.33430 -4.87834
As -2.47633 -0.51964 -2.99647
C -2.01501 -2.40851 -2.81901
C -4.15855 0.00251 -2.14438
S -0.89315 0.85893 -2.66794
H -3.88933 -0.87448 -5.07009
H -2.17521 -0.71975 -5.52680
H -3.11352 0.72331 -5.10029
H -2.91732 -3.01262 -2.89956
H -1.52607 -2.58858 -1.86108
H -1.33994 -2.64868 -3.64319
H -4.74970 -0.88532 -1.92517
H -4.68892 0.64019 -2.85364
H -3.98678 0.55849 -1.22484
```

## Properties
ΔE to the lowest compared entry with this formula, charge and spin = 78.4 kcal per mole
gap between HOMO and LUMO (alpha / beta) = 5.72 / 5.34 eV
net charge = +1
spin multiplicity = 2
expectation value of S² = 0.7698


No. 2
The following is a quantum chemistry calculation of a molecular structure, C37H90N6O15Sr2 at a distorted geometry, from the OMol25 dataset.

Geometry as XYZ:
```
150
C37H90N6O15Sr2, DFT the ωB97M-V functional and the def2-TZVPD basis
Sr -0.43369 0.67941 -3.02202
Sr -2.49724 -1.29999 1.57700
C -0.20079 -0.15712 -0.11743
O 0.78518 0.32876 -0.77801
O -0.11234 -0.76812 1.01344
O -1.36569 0.04763 -0.62394
C 7.06068 2.59959 0.55939
O 5.72377 2.24933 0.49694
C 4.91550 3.28529 0.13075
C 3.57235 2.76326 -0.31905
N 2.87199 1.84923 0.57118
C 2.12074 2.51125 1.63168
C 2.94484 3.16531 2.74591
O 3.98870 2.28961 3.15614
C 5.04797 2.93323 3.75776
H 7.34361 3.08956 -0.38945
H 7.68793 1.70125 0.52980
H 7.35888 3.15952 1.44694
H 5.35011 3.87639 -0.70185
H 4.78632 4.07730 0.88876
H 3.82502 2.13156 -1.18816
H 2.94552 3.58392 -0.71905
H 2.13119 1.40943 -0.00495
H 1.45037 1.79202 2.10328
H 1.51824 3.34186 1.19291
H 2.26390 3.20719 3.62204
H 3.30035 4.16843 2.49515
H 5.85051 2.26346 4.05072
H 4.71639 3.42246 4.69931
H 5.46417 3.75057 3.14977
C -0.23386 -3.03357 -3.15224
O 0.37096 -1.78187 -3.42565
C 1.74301 -1.90337 -3.67413
C 2.18835 -0.65769 -4.45466
N 2.23744 0.46300 -3.52344
C 2.89175 1.61739 -4.16165
C 2.02284 2.18294 -5.27769
O 0.63691 2.20133 -4.89144
C -0.12346 2.72483 -5.97968
H -1.25565 -2.78618 -2.85779
H 0.25734 -3.43555 -2.26295
H -0.21644 -3.73062 -3.98684
H 2.09655 -2.75363 -4.26442
H 2.32955 -1.86860 -2.75170
H 1.48168 -0.46951 -5.28019
H 3.12765 -0.72320 -5.03105
H 2.78744 0.22095 -2.69896
H 3.91134 1.33890 -4.45115
H 2.99310 2.42985 -3.44042
H 2.16759 1.82291 -6.29958
H 2.33172 3.24068 -5.31459
H 0.03240 3.77946 -6.21328
H -1.16603 2.51471 -5.75778
H 0.10115 2.15690 -6.89412
C -1.21917 -3.44987 4.29959
O -1.37875 -2.14264 3.73605
C -1.37839 -1.14198 4.74260
C -1.34388 0.27098 4.20215
N -2.50266 0.60954 3.35213
C -2.36993 1.86164 2.59397
C -3.60895 2.01916 1.69750
O -3.87086 0.75987 1.03858
C -5.04551 0.84518 0.24312
H -0.26723 -3.57347 4.83330
H -1.22003 -4.21478 3.53195
H -2.01606 -3.61415 5.04096
H -0.45827 -1.23548 5.32944
H -2.20645 -1.28888 5.45409
H -0.39574 0.48347 3.69776
H -1.31850 0.99183 5.03424
H -3.32394 0.65270 3.95441
H -1.64874 1.68606 1.77819
H -2.09462 2.70137 3.22867
H -3.38091 2.73162 0.89643
H -4.50827 2.33176 2.24811
H -5.01563 1.78244 -0.32367
H -5.96055 0.81657 0.84240
H -5.08862 0.03658 -0.48615
C -8.11844 -0.76683 2.54631
O -6.92801 -1.49236 2.38775
C -5.86859 -1.18445 3.31473
C -5.03050 -2.43622 3.46244
N -4.51120 -2.79873 2.17555
C -4.08190 -4.24545 2.27718
C -3.18307 -4.72879 1.16010
O -2.03864 -3.89909 1.12673
C -1.01290 -4.27829 0.20320
H -8.33118 -0.13440 1.65927
H -8.02442 0.03628 3.28958
H -8.98383 -1.40912 2.66680
H -6.26634 -0.80130 4.25760
H -5.30173 -0.37164 2.81950
H -5.72694 -3.11809 3.96629
H -4.28539 -2.14787 4.21479
H -5.34242 -2.89678 1.58410
H -4.97217 -4.87096 2.37877
H -3.52746 -4.35586 3.20972
H -3.64416 -4.72615 0.16414
H -2.93961 -5.76024 1.45050
H -1.40996 -4.33088 -0.81335
H -0.57865 -5.23385 0.50437
H -0.25090 -3.50074 0.26955
C 6.37177 -1.36348 -0.75829
O 5.17527 -1.36123 -0.00869
C 4.41923 -2.46987 -0.24689
C 3.00281 -2.12300 0.06747
N 2.72934 -1.59945 1.37031
C 2.95528 -2.56255 2.43655
C 2.58186 -1.95396 3.75306
O 3.22721 -0.73257 3.85141
C 2.94667 -0.08140 5.04571
H 7.00577 -0.54887 -0.43197
H 6.16691 -1.31899 -1.84170
H 6.91432 -2.31410 -0.61386
H 4.75971 -3.32679 0.35430
H 4.49705 -2.82064 -1.28850
H 2.36346 -3.04975 -0.01450
H 2.56406 -1.44568 -0.66698
H 1.71991 -1.40300 1.34020
H 3.98033 -2.93374 2.43531
H 2.28916 -3.44378 2.24518
H 2.93888 -2.62112 4.54970
H 1.49056 -1.81477 3.73370
H 3.35675 0.92411 5.00658
H 3.42263 -0.61654 5.88107
H 1.86945 -0.01344 5.24329
C -1.24658 -1.34168 -6.00309
O -1.69857 -0.44595 -4.97850
C -2.93743 0.14691 -5.35991
C -3.60577 0.84994 -4.17480
N -2.68506 1.87243 -3.65589
C -3.11030 2.47677 -2.39317
C -2.18408 3.60262 -1.96319
O -0.88191 3.05238 -2.08763
C 0.15345 4.00629 -1.90064
H -0.53132 -0.88945 -6.68466
H -2.09625 -1.76464 -6.54758
H -0.84473 -2.24200 -5.54122
H -3.72235 -0.53768 -5.70379
H -2.76382 0.90587 -6.13592
H -3.87593 0.07856 -3.44903
H -4.52847 1.32932 -4.52504
H -2.67482 2.64061 -4.32412
H -3.10123 1.81317 -1.52317
H -4.13698 2.86495 -2.50582
H -2.36674 3.87163 -0.91766
H -2.26619 4.49108 -2.60291
H 1.07536 3.53355 -2.21441
H 0.14026 4.32919 -0.85942
H -0.00668 4.88138 -2.54184
```

## Properties
ΔE to the lowest compared entry with this formula, charge and spin = 0.0 kcal per mole
gap between HOMO and LUMO = 6.67 eV
net charge = +2
spin multiplicity = 1


The E results, record by record, are as follows: -5240.1463 -2981.8888 Eh.